1.
C6H13NO2 in the gas phase. Source: the OMol25 dataset; level of theory: ωB97M-V/def2-TZVPD.

LUMO energy   0.871 eV
Frontier orbital gap   9.902 eV
SMILES   CON(C=O)C(C)(C)C
Relative energy (zero: lowest compared OMol25 entry of this formula, charge and spin)   418.43 kJ/mol

CARTESIAN COORDINATES (ANGSTROEM)
1 C -1.67045 1.97035 1.29048
2 C 0.76060 0.77282 -1.15105
3 H -1.35628 1.57691 2.34030
4 N -0.30952 0.02704 0.90754
5 O -0.48603 -2.11876 2.21337
6 H -0.10391 1.24000 -1.51202
7 C -0.40905 -1.48665 -1.11003
8 H -1.09497 -0.92765 -1.71319
9 H 2.03771 -0.43821 0.92697
10 H -1.88618 -0.66985 2.18947
11 H 1.19511 1.54446 -0.55383
12 H 1.41176 0.49549 -1.97535
13 C 0.42184 -0.49455 -0.26793
14 H -0.79969 -2.13421 -0.40272
15 C -0.99435 -1.08188 1.84454
16 H 0.14895 -2.19213 -1.70894
17 C 1.65087 -1.12962 0.33673
18 O -1.37566 0.78030 0.44561
19 H 1.36589 -1.89069 1.14545
20 H -2.64324 2.36843 1.33810
21 H -0.96490 2.78546 1.02143
22 H 2.25067 -1.61626 -0.39748

Forces on the atoms, in the same order (eV/Å):
C 4.317 -2.013 1.866
C 0.747 -1.662 1.009
H -0.703 1.224 -1.474
N -1.435 -2.581 2.134
O -1.135 1.743 -0.674
H -1.476 0.203 -0.809
C 1.317 1.055 0.100
H -0.766 -0.139 -0.198
H 2.826 3.327 2.059
H -1.990 0.649 0.600
H 0.857 0.340 0.554
H 0.125 -0.013 -0.013
C 0.215 0.804 -1.226
H -1.741 -1.207 1.205
C 4.419 -0.026 -1.642
H 0.703 0.391 -0.536
C -2.802 -3.720 -0.175
O -2.573 1.864 -0.166
H 0.160 0.604 -1.626
H -1.509 -0.389 -0.676
H -0.348 -0.472 0.090
H 0.794 0.016 -0.400

Table of Mulliken atomic charges, one value per atom, all in e: -0.6196, -1.7916, 0.2657, -0.1059, -0.4545, 0.4478, -1.6360, 0.3419, 0.5870, 0.4480, 0.3773, 0.4179, 1.6468, 0.4807, -0.0193, 0.4033, -1.7623, -0.3052, 0.3310, 0.2820, 0.2540, 0.4109

---

2.
2 unconnected molecules or ions with the total composition C6H13NO2. Source: the OMol25 dataset; level of theory: ωB97M-V/def2-TZVPD.

LUMO energy (spin up / spin down)   0.754 / 0.956 eV
Frontier orbital gap (spin up / spin down)   7.854 / 8.392 eV
Relative energy (zero: lowest compared OMol25 entry of this formula, charge and spin)   462.48 kJ/mol

CARTESIAN COORDINATES (ANGSTROEM)
1 C -2.08929 0.61675 -1.14986
2 H -1.80529 1.65593 -1.14157
3 N 0.35751 -1.97996 0.98346
4 H 2.50878 -0.37347 0.57227
5 H 0.67855 1.56083 -0.75693
6 H 1.89826 0.97268 1.55205
7 C 1.88229 -0.10687 1.42434
8 C -0.00192 -0.19133 -1.78756
9 C 0.48341 -0.60456 1.21794
10 H 1.04070 -2.54978 1.45783
11 H -0.51625 1.22209 1.65485
12 H -0.58223 -2.30836 1.13990
13 H -2.44481 -0.04046 0.87616
14 H 0.22537 1.83326 -2.42752
15 O -1.86299 -0.41696 1.55172
16 O -1.28275 -0.29747 -1.64467
17 H 0.47087 -1.09290 -2.14018
18 H -3.13279 0.39608 -1.30885
19 C 0.70888 1.11423 -1.75340
20 C -0.59941 0.16620 1.42921
21 H 2.31998 -0.56283 2.31695
22 H 1.74314 0.98690 -2.06612

Forces on the atoms, in the same order (eV/Å):
C -1.019 0.893 -0.176
H 0.393 0.097 -0.007
N 0.078 0.083 -0.267
H 0.101 0.020 -0.041
H 0.036 0.036 0.094
H 0.008 0.057 0.010
C -0.201 -0.018 -0.339
C 0.550 0.264 -0.651
C -0.590 0.110 1.016
H 0.030 0.029 0.006
H -0.005 0.011 -0.079
H -0.104 -0.047 0.037
H 0.193 0.059 -0.132
H -0.040 0.018 -0.054
O 0.492 0.007 0.189
O 0.558 -0.483 0.218
H -0.093 -0.110 0.081
H -0.040 -0.230 -0.051
C -0.442 -0.242 0.089
C 0.149 -0.528 0.022
H -0.030 0.005 -0.024
H -0.027 -0.031 0.059

Table of Mulliken atomic charges, one value per atom, all in e: -0.9070, 0.3305, -0.5318, 0.3201, 0.2913, 0.3249, -1.4874, 0.0900, 0.7408, 0.2288, 0.3307, 0.2262, 0.3609, 0.3959, -0.5466, -0.2241, 0.4499, 0.3870, -1.1648, -0.3691, 0.4385, 0.3155

---

3.
C6H13NO2 in the gas phase. Source: the OMol25 dataset; level of theory: ωB97M-V/def2-TZVPD.

LUMO energy   0.785 eV
Frontier orbital gap   9.431 eV
SMILES   CC(C)C[C@H](N)C(=O)O
Relative energy (zero: lowest compared OMol25 entry of this formula, charge and spin)   215.46 kJ/mol

CARTESIAN COORDINATES (ANGSTROEM)
1 H -0.80532 -1.43570 -1.87629
2 O 1.10982 -1.67890 1.32409
3 H 2.80522 0.90748 -0.81334
4 H -0.19169 2.23267 -0.43144
5 H -2.00677 0.65360 -0.99101
6 O 2.23624 -1.21976 -0.58224
7 H 1.02463 1.01381 1.52370
8 C 1.52314 -0.86132 0.54870
9 C 0.11242 1.17457 -0.42777
10 H -3.06500 -0.18221 1.04083
11 H 0.43472 1.00115 -1.41861
12 C -2.00760 0.23419 1.06217
13 C 1.14416 0.74178 0.49629
14 H -1.47191 -0.24949 1.88577
15 N 2.31444 1.30447 0.00574
16 C -1.30811 -1.27834 -0.92902
17 C -1.28612 0.19987 -0.30856
18 H -0.90254 -2.04631 -0.35932
19 H 2.33232 -2.16120 -0.55054
20 H 2.65902 2.00520 0.58675
21 H -2.36386 -1.68082 -1.02148
22 H -2.28721 1.32526 1.23558

Forces on the atoms, in the same order (eV/Å):
H -0.061 0.647 -0.490
O 0.645 0.427 0.083
H -0.542 0.746 1.325
H 0.270 -0.369 0.762
H 0.161 0.563 -0.011
O -0.459 1.407 0.937
H -0.419 0.173 0.633
C -2.206 0.858 -1.310
C -5.461 -2.909 -0.239
H 1.373 -0.146 -0.335
H 0.550 -0.320 -1.141
C -1.348 1.285 -0.417
C 1.942 -2.897 0.135
H -0.009 0.378 -0.106
N 2.323 0.564 -1.139
C -1.084 0.931 -0.107
C -0.174 -0.153 -0.915
H 1.187 -1.047 1.764
H 0.116 -1.122 0.074
H 1.437 1.053 0.227
H 0.848 1.067 -0.160
H 0.913 -1.136 0.430

Table of Mulliken atomic charges, one value per atom, all in e: 0.3860, -0.5365, 0.1879, 0.3927, 0.3388, -0.4729, 0.4326, 0.2195, -1.1253, 0.3863, 0.2711, -1.2448, 0.5762, 0.2699, -0.5470, -1.5777, 0.4338, 0.4249, 0.3431, 0.1875, 0.3572, 0.2966

---

4.
C6H13NO2 in the gas phase. Source: the OMol25 dataset; level of theory: ωB97M-V/def2-TZVPD.

LUMO energy   0.393 eV
Frontier orbital gap   10.117 eV
SMILES   CC[C@H](C)[C@H](N)C(=O)O
Relative energy (zero: lowest compared OMol25 entry of this formula, charge and spin)   428.73 kJ/mol

CARTESIAN COORDINATES (ANGSTROEM)
1 O 2.41795 0.83680 -1.54881
2 H -0.19628 0.78400 2.14023
3 C -0.23893 -0.27132 0.25936
4 H -0.32078 -1.20253 0.88877
5 O 0.55271 0.92204 -2.65745
6 H -2.18763 0.18744 1.68040
7 H -2.17193 1.91477 0.99926
8 H 2.10522 -2.40702 -0.43600
9 H 0.21647 -1.63731 -1.31187
10 H 1.29055 0.10849 1.94389
11 C 0.76456 -0.76610 -0.90671
12 H -1.30137 0.54141 -1.60805
13 N 1.92271 -1.23393 -0.11840
14 H 1.48858 -1.12494 0.97149
15 C 1.14344 0.41772 -1.76571
16 H -3.60798 0.70140 0.42285
17 H 2.60655 0.10438 -0.72964
18 C 0.45802 0.62091 1.25053
19 H 0.96916 1.53704 0.95343
20 C -2.47660 0.84649 0.64283
21 H -1.85230 -0.97867 -0.63485
22 C -1.58211 0.09895 -0.43557

Forces on the atoms, in the same order (eV/Å):
O -0.696 -2.745 3.304
H -0.021 0.550 -0.996
C 1.085 -0.874 -1.267
H -0.790 0.478 -0.813
O -2.268 0.373 -1.027
H -1.347 1.664 -2.662
H -0.622 -1.840 -1.361
H -0.479 4.728 1.657
H 0.405 0.957 -0.800
H -1.329 0.584 -1.812
C -1.582 -0.401 2.884
H -1.226 -0.647 3.730
N -0.614 -4.098 1.510
H 2.472 -1.305 -3.752
C 3.163 -0.040 -0.900
H 2.015 0.644 0.540
H 0.614 1.781 -1.991
C 1.219 0.204 3.312
H -0.481 0.111 -0.356
C 0.052 -1.795 1.867
H -1.034 1.357 0.038
C 1.467 0.314 -1.105

Table of Mulliken atomic charges, one value per atom, all in e: -0.5753, 0.3972, -0.4231, 0.3917, -0.5733, 0.2070, 0.2736, 0.3164, 0.5307, 0.3829, 0.1843, 0.2432, -0.7163, 0.2784, 0.1825, 0.3135, 0.5326, -1.3748, 0.3077, -0.9670, 0.3067, -0.2188

---

5.
A molecular structure, C6H13NO2. Source: the OMol25 dataset; level of theory: ωB97M-V/def2-TZVPD.

LUMO energy   0.344 eV
Frontier orbital gap   10.033 eV
Relative energy (zero: lowest compared OMol25 entry of this formula, charge and spin)   1098.41 kJ/mol

CARTESIAN COORDINATES (ANGSTROEM)
1 C 0.52816 0.78424 -0.58338
2 H 0.34418 -0.21164 1.28641
3 H -0.92187 -1.03079 0.62114
4 N 3.40366 -1.01191 -0.56814
5 H -2.81516 -0.48000 2.16055
6 H 4.10777 -0.44841 -0.98950
7 H 2.67757 -2.00833 -1.10074
8 H -3.11161 -1.99548 0.12806
9 C 2.57284 -0.20614 0.38718
10 H 0.87048 1.17692 -1.37833
11 O 3.13167 0.48124 1.21526
12 C -1.73181 0.82845 0.49086
13 H -2.34823 1.61294 0.11971
14 H 0.76491 1.64444 -0.30384
15 C 1.14969 -0.40316 0.18863
16 H -1.41393 0.03503 -1.33285
17 C -0.95941 0.83530 -0.72902
18 O -3.05503 -1.02781 -0.19493
19 H 0.90972 -1.20973 -0.08660
20 C -2.19103 -0.55500 0.81749
21 H -1.11575 1.09894 1.28769
22 H -0.79680 2.09090 -1.43565

Forces on the atoms, in the same order (eV/Å):
C -3.351 -8.464 2.180
H 3.428 -0.862 -2.592
H -4.454 -0.038 1.582
N -5.485 -2.871 1.056
H 2.150 -0.795 -4.025
H 0.553 -0.287 -0.969
H 3.565 4.717 1.507
H -0.454 2.004 -1.467
C 3.352 -1.442 -0.351
H 3.265 -0.049 -7.851
O -0.670 -0.109 -0.992
C -0.990 0.833 -0.117
H -2.156 0.547 1.486
H 1.922 7.164 5.741
C -0.904 13.209 6.898
H 0.491 0.717 -0.800
C 2.480 1.928 -4.069
O 0.338 -2.914 2.423
H -3.229 -11.398 -4.442
C 1.368 0.466 1.381
H 0.713 1.187 1.570
H -1.931 -3.546 1.851

Table of Mulliken atomic charges, one value per atom, all in e: -1.7041, 0.2636, 0.1457, -0.5688, 0.2032, 0.2376, 0.3185, 0.3719, 0.1970, 1.1551, -0.5410, -1.2493, 0.4312, 1.0133, -1.1265, 0.3042, -0.4744, -0.4639, 0.8917, -0.2112, 0.5584, 0.2477

---

6.
C6H13NO2S in the gas phase. Source: the OMol25 dataset; level of theory: ωB97M-V/def2-TZVPD.

LUMO energy (spin up / spin down)   -0.279 / -0.049 eV
Frontier orbital gap (spin up / spin down)   7.923 / 8.180 eV
Relative energy (zero: lowest compared OMol25 entry of this formula, charge and spin)   552.99 kJ/mol

CARTESIAN COORDINATES (ANGSTROEM)
1 H 0.55554 -1.62062 1.48543
2 H -0.16047 1.42430 1.60475
3 H -2.26620 0.21075 0.88124
4 H 0.28644 0.52336 3.20344
5 H 1.83946 -1.98727 -0.36114
6 O -0.65469 -2.75882 -1.08732
7 H -1.90435 0.53322 -2.26331
8 H -0.86097 1.74292 -0.15829
9 C -0.49645 1.22185 -0.95733
10 H 1.50097 0.62874 1.89914
11 H -0.87104 1.53648 -2.96795
12 C -1.53983 -0.59170 0.69321
13 O -0.39614 -1.21025 -2.85793
14 C 0.37732 0.43994 2.02721
15 H -1.97273 -1.54690 0.67823
16 H 1.67594 -0.26343 -1.12747
17 C -0.20487 -0.83346 1.51206
18 H 0.49296 1.32379 -1.22537
19 H 2.24472 -1.77148 -2.04604
20 C 1.78870 -1.29662 -1.17844
21 S -0.07929 -1.51522 -1.52534
22 C -0.72473 -0.20363 -0.57483
23 N -1.40734 1.41248 -2.13304

Forces on the atoms, in the same order (eV/Å):
H -1.257 -0.471 -0.400
H 1.173 -2.337 1.164
H 0.631 -0.297 0.930
H -0.129 -0.265 -2.050
H 0.679 0.516 0.983
O 0.816 -0.359 1.005
H -0.012 0.385 -0.180
H -0.292 2.113 1.834
C -2.510 -3.223 -2.188
H -1.427 -0.555 -0.200
H 0.324 0.058 -0.451
C 2.265 -0.489 -0.751
O 0.333 1.088 -3.276
C 0.553 3.090 1.859
H -1.169 -0.991 -0.756
H 1.297 1.622 0.597
C -0.724 3.782 -2.451
H 2.217 1.141 -0.379
H 0.389 0.626 -0.050
C -3.206 -3.172 -1.881
S 0.061 -0.407 2.185
C 0.116 -2.214 3.765
N -0.128 0.358 0.691

Table of Mulliken atomic charges, one value per atom, all in e: 0.4619, 0.1662, 0.2770, 0.3123, 0.3415, -0.6724, 0.3374, 0.4478, -0.4134, 0.2546, 0.2917, -0.8347, -0.6752, -0.8194, 0.3964, 0.2756, -0.2514, 0.3359, 0.3849, -0.9545, 1.2832, -0.2499, -0.6956

---

7.
A molecular structure, C6H13NO2Ti. Source: the OMol25 dataset; level of theory: ωB97M-V/def2-TZVPD.

LUMO energy (spin up / spin down)   1.779 / 0.196 eV
Frontier orbital gap (spin up / spin down)   3.547 / 1.965 eV
Multiplicity   4
<S²>   3.756
Net charge   -1

CARTESIAN COORDINATES (ANGSTROEM)
1 H 4.61712 -1.58336 -6.14519
2 C 5.59118 -1.47930 -5.66719
3 H -5.91098 -2.72826 3.34109
4 H 6.37776 -2.70364 -7.42656
5 C -4.72197 -2.43310 1.68300
6 O 5.39448 -1.56208 -4.26302
7 H 6.07635 -3.59893 -6.07962
8 H 5.89320 -0.48210 -5.98729
9 Ti 1.56003 -0.13992 -0.29798
10 C 6.40807 -2.59446 -6.34247
11 H -2.59523 2.51993 5.06501
12 N -3.70541 -2.58248 1.13372
13 O -0.80794 3.22201 3.13431
14 C -6.01810 -2.18766 2.40068
15 H -6.16482 -1.13150 2.62676
16 H 7.48333 -2.58341 -6.16418
17 H -1.29639 4.96637 3.68360
18 H -2.99408 4.26945 5.55038
19 H -0.60897 4.16290 4.95604
20 C -2.77053 3.55187 4.76094
21 H -3.54638 3.60224 3.99699
22 H -6.92435 -2.49302 1.87766
23 C -1.33639 3.98839 4.16325

Forces on the atoms, in the same order (eV/Å):
H -0.809 -0.026 -0.523
C -1.305 -0.737 2.115
H -0.371 0.026 0.043
H -0.439 0.854 -0.600
C 0.500 0.259 -0.894
O 0.928 -0.075 -1.924
H -0.250 0.028 0.769
H 0.796 0.433 -0.248
Ti 0.041 -0.011 -0.038
C 0.822 -0.668 -0.111
H -0.484 0.157 0.426
N -1.904 0.171 1.086
O -0.537 0.208 1.018
C 0.964 -0.110 0.031
H 0.391 0.019 -0.038
H 0.228 0.204 0.554
H -0.618 0.627 -0.200
H -0.123 -0.439 0.267
H 0.241 -0.434 0.364
C 2.298 0.734 -1.366
H 0.122 -0.077 0.000
H 0.411 -0.372 -0.225
C -0.903 -0.770 -0.505

Table of Mulliken atomic charges, one value per atom, all in e: 0.1372, -0.2906, 0.2344, 0.3507, 0.2631, -0.9034, 0.2795, 0.2030, 0.0051, -1.0499, 0.2516, -0.3146, -0.3143, -0.6982, 0.2509, 0.2774, 0.2890, 0.2977, 0.3079, -0.7811, 0.2482, 0.2650, -0.3086

---

8.
2 unconnected molecules or ions with the total composition C6H13NO3. Source: the OMol25 dataset; level of theory: ωB97M-V/def2-TZVPD.

LUMO energy   0.660 eV
Frontier orbital gap   9.419 eV
SMILES   C[C@H]1C[C@@H](CN)O1.O=CO
Relative energy (zero: lowest compared OMol25 entry of this formula, charge and spin)   527.65 kJ/mol

CARTESIAN COORDINATES (ANGSTROEM)
1 H 1.74106 3.75886 -0.29241
2 H -2.14951 -0.12836 -0.44523
3 H -1.48181 -4.02319 -0.13140
4 O 1.08426 0.48915 0.35079
5 H 1.34348 2.46888 -1.46911
6 H -0.60208 -0.12750 1.40346
7 N -0.72346 -1.47765 -1.09002
8 C 1.81296 2.68086 -0.49805
9 H 0.81215 -3.98747 -0.07777
10 O -1.81521 -3.04942 1.60734
11 H 1.61241 2.10344 1.57151
12 C -0.41283 1.97133 0.68910
13 C -0.34869 0.45141 0.50040
14 H 2.87638 2.40792 -0.55067
15 H -0.83227 2.32003 1.63802
16 H -0.96140 0.55384 -1.54022
17 H 0.45344 -1.88489 -0.95357
18 C -1.15048 -3.26732 0.61148
19 O 0.47986 -3.24616 0.55180
20 C 1.12147 1.91550 0.60325
21 C -1.07534 -0.13285 -0.68681
22 H -0.90214 -2.30212 -1.64451
23 H -0.88226 2.50573 -0.14736

Forces on the atoms, in the same order (eV/Å):
H 0.047 -0.222 -0.101
H 0.155 0.057 0.040
H 0.137 0.910 -0.267
O 0.055 0.091 -0.260
H 0.120 0.061 0.245
H 0.029 0.135 -0.184
N 6.479 -3.238 1.919
C 0.024 0.137 -0.065
H -1.312 1.651 1.546
O 2.589 0.595 -2.900
H -0.096 -0.006 -0.217
C -0.261 0.188 -0.182
C 0.277 -0.954 0.656
H -0.293 0.054 0.002
H 0.084 -0.094 -0.247
H 0.071 0.122 0.137
H -4.356 2.828 0.189
C 1.483 -1.975 2.264
O -2.357 -1.522 -0.471
C 0.128 -0.136 0.244
C -1.070 0.039 -1.804
H -2.013 1.378 -0.735
H 0.081 -0.100 0.192

Table of Mulliken atomic charges, one value per atom, all in e: 0.3617, 0.2990, 0.2913, -0.4545, 0.2736, 0.3123, -0.5196, -1.3848, 0.3150, -0.4116, 0.3032, -0.7640, 0.3752, 0.3400, 0.3110, 0.3137, 0.3389, 0.3006, -0.5741, 0.3726, -0.9601, 0.2850, 0.2755

---

| no. | energy (eV) | molar mass (g mol⁻¹) |
| --- | --- | --- |
| 1 | -12014.388 | 131.2 |
| 2 | -12013.932 | 131.2 |
| 3 | -12016.492 | 131.2 |
| 4 | -12014.282 | 131.2 |
| 5 | -12007.341 | 131.2 |
| 6 | -22847.561 | 163.2 |
| 7 | -35124.171 | 179.0 |
| 8 | -14061.160 | 147.2 |